The following is a DFT calculation (ωB97M-V/def2-TZVPD) of one molecule with the formula CH4INOS in a non-equilibrium geometry.

Last columns: bonded neighbours and bond lengths (Å).
Positions of all 9 atoms, in Å:
1 C -0.860 0.645 0.026  N2 1.430, H6 1.066, H7 1.079, H8 1.039
2 N -0.491 -0.633 -0.498  C1 1.430, O3 1.507, H9 1.104
3 O 0.567 -1.083 0.476  N2 1.507, S4 1.600
4 S 2.019 -1.397 -0.120  O3 1.600, I5 2.447
5 I 3.161 0.766 -0.036  S4 2.447
6 H -0.245 1.425 -0.359  C1 1.066
7 H -1.845 1.022 -0.200  C1 1.079
8 H -0.999 0.616 1.056  C1 1.039
9 H -1.307 -1.362 -0.347  N2 1.104

**SMILES string**: CNOSI
**ΔE to the lowest compared entry with this formula, charge and spin**: 1.479 eV
**Molecular weight**: 205.0 g/mol
**Calculated total energy**: -866.27839 hartree
**F_max**: 2.888 eV/A
**Highest occupied orbital energy**: -8.76 eV
**HOMO-LUMO gap**: 8.182 eV